1.
C4H6OS in the gas phase, computed with the ωB97M-V functional and the def2-TZVPD basis.

```
12
Properties=species:S:1:pos:R:3:nbo_charge:R:1
O 1.194 -0.253 -1.566 -0.705
C 0.196 -0.454 -0.628 0.101
C -0.715 0.780 -0.458 -0.482
C -0.869 0.399 1.015 -0.053
S -2.036 0.399 2.114 0.074
C 0.449 -0.397 0.869 -0.509
H 1.916 -0.885 -1.479 0.477
H -0.408 -1.302 -0.862 0.164
H -0.090 1.642 -0.457 0.236
H -1.539 0.957 -1.204 0.232
H 0.636 -1.227 1.560 0.233
H 1.266 0.341 1.097 0.233
```

Values from the calculation:
structure (SMILES) = OC1CC(=S)C1
energy relative to the best compared isomer or geometry (same formula, charge and spin) = 178.1 kJ/mol
HOMO = -8.6 eV
LUMO energy = 0.0011 Ha
net charge = 0
Kohn-Sham gap = 8.6 eV

2.
C3H8N2OS in the gas phase, computed with the ωB97M-V functional and the def2-TZVPD basis.

```
15
Properties=species:S:1:pos:R:3:nbo_charge:R:1
C -2.218 -0.662 0.199 -0.420
N -0.856 -0.482 -0.302 -0.619
C -0.301 0.783 0.227 -0.320
C 1.201 0.886 0.061 0.654
O 1.824 1.930 -0.012 -0.586
N 1.756 -0.363 0.046 -0.787
S 3.446 -0.732 0.164 0.186
H -2.629 -1.561 -0.254 0.205
H -2.125 -0.873 1.255 0.197
H -2.970 0.148 0.047 0.176
H -0.875 -0.278 -1.271 0.350
H -0.503 0.780 1.306 0.218
H -0.787 1.642 -0.232 0.200
H 1.174 -1.153 -0.324 0.437
H 3.864 -0.065 -0.910 0.108
```

Values from the calculation:
structure (SMILES) = CNCC(=O)NS
energy relative to the best compared isomer or geometry (same formula, charge and spin) = 133.9 kJ/mol
HOMO = -9.3 eV
LUMO energy = 0.0274 Ha
net charge = 0
Kohn-Sham gap = 10.1 eV

3.
A 2-piece molecular cluster, C4H8N2O2 overall, computed with the ωB97M-V functional and the def2-TZVPD basis.

```
16
Properties=species:S:1:pos:R:3:nbo_charge:R:1
C 1.079 0.559 -1.031 -0.151
C -0.146 -0.241 -1.480 -0.355
C -0.760 -1.458 -0.998 0.022
C -0.292 -1.364 1.306 0.259
H 1.409 2.434 -0.210 0.492
H 1.644 0.042 -0.136 0.177
H 1.996 0.865 -1.715 0.202
H -0.665 0.141 -2.484 0.232
H -1.807 -1.497 -1.568 0.230
H 0.155 -1.561 2.270 0.198
H -0.228 0.364 0.217 0.438
H -1.477 1.528 2.426 0.465
N -0.322 -2.228 0.290 -0.503
N -0.746 -0.025 1.207 -0.412
O 0.623 1.789 -0.551 -0.738
O -0.463 0.650 2.458 -0.557
```

Values from the calculation:
energy relative to the best compared isomer or geometry (same formula, charge and spin) = 895.2 kJ/mol
HOMO = -8.7 eV
LUMO energy = 0.0041 Ha
net charge = 0
Kohn-Sham gap = 8.8 eV

4.
An isolated ion of composition C5H8N and charge +1, computed with the ωB97M-V functional and the def2-TZVPD basis.

```
14
Properties=species:S:1:pos:R:3:nbo_charge:R:1
C -1.721 -0.448 -0.013 -0.678
C -0.695 0.469 -0.541 0.008
N 0.361 1.020 0.433 -0.406
C 1.719 0.775 -0.248 -0.057
C 1.894 -0.716 0.128 -0.363
C 0.657 -0.153 -0.676 0.201
H -2.570 0.206 0.372 0.271
H -1.226 -1.153 0.718 0.258
H -2.300 -0.724 -0.969 0.291
H -0.765 1.258 -1.263 0.267
H 0.275 0.796 1.416 0.412
H 2.167 1.708 -0.601 0.287
H 2.376 -1.431 -0.512 0.264
H 1.802 -1.081 1.170 0.245
```

Values from the calculation:
structure (SMILES) = C[C@H]1[N@@H+]2[C@H]3C[C@@]312
energy relative to the best compared isomer or geometry (same formula, charge and spin) = 543.6 kJ/mol
HOMO = -16.0 eV
LUMO energy = -0.1668 Ha
net charge = +1
Kohn-Sham gap = 11.4 eV

Repeat the fourth record exactly.
An isolated ion of composition C5H8N and charge +1, computed with the ωB97M-V functional and the def2-TZVPD basis.

```
14
Properties=species:S:1:pos:R:3:nbo_charge:R:1
C -1.721 -0.448 -0.013 -0.678
C -0.695 0.469 -0.541 0.008
N 0.361 1.020 0.433 -0.406
C 1.719 0.775 -0.248 -0.057
C 1.894 -0.716 0.128 -0.363
C 0.657 -0.153 -0.676 0.201
H -2.570 0.206 0.372 0.271
H -1.226 -1.153 0.718 0.258
H -2.300 -0.724 -0.969 0.291
H -0.765 1.258 -1.263 0.267
H 0.275 0.796 1.416 0.412
H 2.167 1.708 -0.601 0.287
H 2.376 -1.431 -0.512 0.264
H 1.802 -1.081 1.170 0.245
```

Values from the calculation:
structure (SMILES) = C[C@H]1[N@@H+]2[C@H]3C[C@@]312
energy relative to the best compared isomer or geometry (same formula, charge and spin) = 543.6 kJ/mol
HOMO = -16.0 eV
LUMO energy = -0.1668 Ha
net charge = +1
Kohn-Sham gap = 11.4 eV

- Which formula does entry 3 have?
  C4H8N2O2

- Which formula does entry 3 have?
  C4H8N2O2

Please write out number 3 again, unchanged.
A 2-piece molecular cluster, C4H8N2O2 overall, computed with the ωB97M-V functional and the def2-TZVPD basis.

```
16
Properties=species:S:1:pos:R:3:nbo_charge:R:1
C 1.079 0.559 -1.031 -0.151
C -0.146 -0.241 -1.480 -0.355
C -0.760 -1.458 -0.998 0.022
C -0.292 -1.364 1.306 0.259
H 1.409 2.434 -0.210 0.492
H 1.644 0.042 -0.136 0.177
H 1.996 0.865 -1.715 0.202
H -0.665 0.141 -2.484 0.232
H -1.807 -1.497 -1.568 0.230
H 0.155 -1.561 2.270 0.198
H -0.228 0.364 0.217 0.438
H -1.477 1.528 2.426 0.465
N -0.322 -2.228 0.290 -0.503
N -0.746 -0.025 1.207 -0.412
O 0.623 1.789 -0.551 -0.738
O -0.463 0.650 2.458 -0.557
```

Values from the calculation:
energy relative to the best compared isomer or geometry (same formula, charge and spin) = 895.2 kJ/mol
HOMO = -8.7 eV
LUMO energy = 0.0041 Ha
net charge = 0
Kohn-Sham gap = 8.8 eV